A:
The following is a quantum chemistry calculation of 2 unconnected molecules or ions with the total composition CH2N2O, from the Open Molecules 2025 dataset.

The frontier orbital gap is 11.150 eV.

Geometry (Å):
C -1.488 0.199 0.024
H -0.505 0.653 0.279
H -2.389 0.858 0.051
N 3.240 -0.038 -0.415
N 2.718 -0.694 0.296
O -1.576 -0.978 -0.235

Formally, the natural (NBO) partial charges of the atoms, in units of the elementary charge, are as follows:
1. C 0.271
2. H 0.109
3. H 0.111
4. N -0.002
5. N 0.002
6. O -0.491

---

B:
The following is a quantum chemistry calculation of 2 unconnected molecules or ions with the total composition CH2N2O, from the Open Molecules 2025 dataset.

The frontier orbital gap is 9.347 eV.

Geometry (Å):
C -0.065 0.672 0.130
N 1.312 -0.641 -2.339
N 0.705 0.274 -2.584
O -0.028 -0.599 0.199
H -0.697 0.938 0.906
H 0.347 -0.960 -0.691

Formally, the natural (NBO) partial charges of the atoms, in units of the elementary charge, are as follows:
1. C 0.081
2. N -0.069
3. N 0.057
4. O -0.624
5. H 0.069
6. H 0.486

---

Question: of the structures shown, which is the most stable? Reply: A.